# 1
Here is 2 unconnected molecules or ions with the total composition C4H3NO from the Open Molecules 2025 dataset. Energies are from ωB97M-V/def2-TZVPD.

The geometry in ORCA input format:
```
! wB97M-V def2-TZVPD RIJCOSX def2/J DEFGRID3
* xyz 0 1
O -1.169 1.172 -0.567
C -0.516 -0.044 -0.294
C 0.953 0.108 -0.247
C 2.158 0.250 -0.172
C -1.052 -0.797 0.813
N -1.572 -1.598 1.465
H -0.905 1.857 0.084
H -1.197 -1.354 -0.837
H 3.226 0.350 -0.136
*
```

Computed properties:
Energy above the lowest of the compared OMol25 structures with the same formula, charge and spin in kcal/mol: 97.8
Lowest unoccupied orbital energy in eV: -0.3
DFT total energy in a.u.: -284.01732
Strongest force on any atom in eV Å⁻¹: 4.53

# 2
Here is 18 unconnected molecules or ions with the total composition C26H68N18O36 from the Open Molecules 2025 dataset. Energies are from ωB97M-V/def2-TZVPD.

The geometry in ORCA input format:
```
! wB97M-V def2-TZVPD RIJCOSX def2/J DEFGRID3
* xyz -2 1
C 0.320 -0.879 0.684
C -0.492 0.085 -0.383
C -0.302 -0.393 -1.968
C 0.726 0.626 -2.806
C 1.962 -0.287 -3.386
C 3.165 0.560 -4.114
C 4.642 0.397 -3.380
C 4.832 1.367 -2.058
N 3.570 2.149 -1.771
C 3.781 3.644 -1.859
O 4.180 4.309 -0.753
O 3.511 4.426 -3.110
H 0.355 -0.397 1.776
H 1.403 -1.157 0.325
H -0.316 -1.875 0.786
H -1.633 0.010 -0.107
H -0.110 1.178 -0.200
H 0.057 -1.522 -2.041
H -1.360 -0.244 -2.491
H 1.038 1.449 -2.034
H 0.114 1.118 -3.683
H 2.424 -1.033 -2.578
H 1.480 -1.005 -4.210
H 2.871 1.690 -4.323
H 3.302 0.076 -5.197
H 5.522 0.622 -4.154
H 4.770 -0.753 -3.086
H 4.976 0.624 -1.136
H 5.804 2.031 -2.086
C 5.362 2.915 2.054
N 5.389 1.434 2.193
O 5.297 0.766 1.157
O 5.503 0.983 3.339
H 5.259 3.168 0.997
H 4.507 3.284 2.624
H 6.303 3.301 2.453
C 8.136 0.895 4.900
N 9.258 1.576 5.601
O 10.334 1.661 4.998
O 9.026 2.007 6.737
H 8.480 0.569 3.916
H 7.839 0.038 5.508
H 7.321 1.616 4.805
C -3.293 -3.668 1.274
N -2.450 -3.525 0.056
O -2.676 -2.556 -0.678
O -1.586 -4.390 -0.128
H -4.007 -2.842 1.308
H -3.814 -4.625 1.204
H -2.629 -3.639 2.140
C 11.586 -1.485 7.007
N 10.429 -2.400 6.819
O 10.623 -3.606 7.016
O 9.358 -1.884 6.479
H 12.458 -2.072 7.304
H 11.767 -0.982 6.054
H 11.318 -0.771 7.788
C -6.410 -2.065 4.736
N -5.459 -2.884 3.938
O -4.252 -2.710 4.142
O -5.951 -3.680 3.129
H -5.842 -1.413 5.403
H -7.005 -1.475 4.036
H -7.036 -2.751 5.309
C -3.375 3.846 -0.189
N -3.348 2.365 -0.050
O -3.441 1.697 -1.086
O -3.235 1.915 1.096
H -3.478 4.099 -1.246
H -4.230 4.215 0.381
H -2.435 4.232 0.210
C -3.403 -2.963 7.603
N -4.561 -3.879 7.415
O -4.367 -5.084 7.612
O -5.631 -3.362 7.075
H -2.532 -3.551 7.901
H -3.223 -2.460 6.651
H -3.672 -2.249 8.385
C 2.797 -5.011 -1.458
N 2.886 -3.527 -1.405
O 1.891 -2.914 -1.001
O 3.952 -3.018 -1.770
H 1.809 -5.318 -1.109
H 2.952 -5.313 -2.495
H 3.577 -5.411 -0.807
C -3.045 -2.246 -4.923
N -1.640 -2.113 -5.395
O -1.372 -1.139 -6.108
O -0.847 -2.991 -5.037
H -3.629 -1.409 -5.312
H -3.432 -3.194 -5.301
H -3.029 -2.230 -3.831
C -9.043 -4.938 1.736
N -9.609 -3.606 1.392
O -10.142 -3.487 0.282
O -9.501 -2.716 2.244
H -9.209 -5.619 0.899
H -7.975 -4.805 1.921
H -9.560 -5.294 2.631
C 8.909 4.264 -1.416
N 8.244 2.957 -1.166
O 8.472 2.044 -1.969
O 7.513 2.883 -0.172
H 9.518 4.185 -2.319
H 8.125 5.013 -1.545
H 9.533 4.488 -0.548
C 3.901 4.798 -6.233
N 4.744 4.941 -7.451
O 4.519 5.910 -8.185
O 5.609 4.076 -7.635
H 3.188 5.624 -6.199
H 3.381 3.841 -6.303
H 4.566 4.827 -5.367
C 1.400 4.037 -9.319
N 0.647 3.807 -8.057
O -0.545 4.136 -8.041
O 1.273 3.303 -7.118
H 0.728 4.483 -10.056
H 2.226 4.714 -9.092
H 1.764 3.068 -9.667
C -2.683 3.731 -10.960
N -1.731 2.912 -11.758
O -0.524 3.086 -11.554
O -2.223 2.116 -12.567
H -2.114 4.383 -10.293
H -3.278 4.321 -11.660
H -3.309 3.045 -10.387
C -12.021 -2.037 4.376
N -12.078 -3.259 5.222
O -11.115 -4.033 5.165
O -13.088 -3.408 5.919
H -11.081 -2.036 3.819
H -12.873 -2.068 3.694
H -12.075 -1.173 5.041
C -12.646 2.497 6.744
N -11.694 1.678 5.946
O -10.487 1.852 6.150
O -12.186 0.882 5.137
H -12.077 3.149 7.411
H -13.241 3.087 6.043
H -13.272 1.811 7.317
C 4.431 -1.893 3.779
N 3.273 -2.809 3.591
O 3.467 -4.014 3.788
O 2.203 -2.292 3.251
H 5.302 -2.481 4.076
H 4.611 -1.391 2.826
H 4.162 -1.179 4.560
*
```

Computed properties:
Lowest unoccupied orbital energy in eV: 1.8
DFT total energy in a.u.: -4723.80242
Strongest force on any atom in eV Å⁻¹: 6.31

Q: Among the records above, which one has the lowest strongest force on any atom?
A: C4H3NO

Q: Look up the DFT total energy of the second one.
A: -4723.80242 a.u.